Entry 1:
# C4H6FNS2

C4H6FNS2 in the gas phase at a distorted geometry (ωB97M-V/def2-TZVPD, OMol25).

The structure (SMILES) is CC(=S)N(S)/C=C\F. The energy above the lowest of the compared OMol25 structures with the same formula, charge and spin is 35.9 kcal per mole. The calculation puts the HOMO energy at -8.4 eV. The spin multiplicity is 1.

Structure (XYZ):
```
14
Properties=species:S:1:pos:R:3:forces:R:3:nbo_charge:R:1
C 1.61619 1.15655 0.00115 -0.60 -0.07 1.15 -0.682
C 1.21367 -0.32621 0.00872 0.33 0.87 -0.01 0.135
S 2.43977 -1.45244 -0.07248 -0.35 0.26 0.14 -0.112
N -0.10996 -0.61279 -0.00187 0.82 -1.81 0.10 -0.511
S -0.57276 -2.33980 0.06241 0.57 0.73 -0.25 0.121
C -1.11374 0.33826 -0.02420 -0.74 0.59 0.92 -0.136
C -2.43080 0.11432 -0.05426 0.37 0.85 0.13 0.216
F -3.04561 -1.05706 -0.08816 -0.02 -0.75 -0.27 -0.313
H 1.45353 1.71585 0.97755 -0.16 -0.95 -0.96 0.234
H 2.68287 1.16652 -0.14629 0.17 0.25 -0.41 0.255
H 1.04452 1.67296 -0.76982 0.37 0.16 -0.13 0.226
H 0.78044 -2.63676 -0.12596 -0.57 -0.04 0.13 0.155
H -0.80072 1.35685 0.24405 -0.28 -0.53 -0.59 0.235
H -3.15739 0.90374 -0.01084 0.09 0.43 0.04 0.178
```
Forces are in eV/Å.

***

Entry 2:
# C4H6HgO2

A molecular structure, C4H6HgO2 at a distorted geometry (ωB97M-V/def2-TZVPD, OMol25).

The energy above the lowest of the compared OMol25 structures with the same formula, charge and spin is 35.4 kcal per mole. The calculation puts the HOMO energy (spin up / spin down) at -8.6 / -6.6 eV. The spin multiplicity is 1.

Structure (XYZ):
```
13
Properties=species:S:1:pos:R:3:forces:R:3:nbo_charge:R:1
H -1.40250 -2.57805 -1.53991 0.02 -0.12 -0.05 -0.001
O -2.24238 0.21198 -1.57256 0.10 -0.43 0.09 -0.683
C -1.41202 -0.15767 -0.55430 0.12 1.13 0.23 0.139
C -0.17700 0.31885 -0.33880 -1.84 -1.98 1.49 -0.700
C 0.51336 -0.12060 0.93676 -0.31 -0.61 0.31 -0.583
C 1.85747 0.47402 1.13223 0.74 0.32 -0.15 0.480
O 2.39097 1.22995 0.31693 2.33 -1.31 4.31 -0.665
Hg 1.15162 1.52989 -1.26566 -1.59 2.49 -5.61 0.705
H -1.75778 0.77197 -2.19039 0.17 0.09 0.03 0.483
H -1.96738 -0.76773 0.16933 0.26 0.02 -0.29 0.172
H 0.67704 -1.21981 0.99377 0.02 0.34 -0.03 0.255
H -0.04748 0.09910 1.86659 0.09 0.02 -0.23 0.249
H 2.41607 0.20811 2.04601 -0.12 0.05 -0.11 0.150
```
Forces are in eV/Å.

***

Entry 3:
# C4H6HgO2

A molecular structure, C4H6HgO2 at a distorted geometry (ωB97M-V/def2-TZVPD, OMol25).

Its expectation value of S² is 2.02. The energy above the lowest of the compared OMol25 structures with the same formula, charge and spin is 45.2 kcal per mole. The calculation puts the HOMO energy (spin up / spin down) at -5.9 / -8.7 eV. The spin multiplicity is 3.

Structure (XYZ):
```
13
Properties=species:S:1:pos:R:3:forces:R:3:nbo_charge:R:1
O -0.68233 0.05837 1.21817 0.13 -1.06 0.88 -0.585
C -1.53772 0.93860 0.65181 0.58 -0.08 -1.13 0.353
Hg -3.49440 1.88989 -0.69824 -0.42 -0.22 0.59 0.315
O -1.02690 1.45675 -0.50098 1.47 0.93 -1.69 -0.655
C 0.59515 -0.12388 0.66467 -0.38 2.68 -2.06 0.154
H 1.34788 0.50716 1.15080 -0.24 -0.26 0.03 0.179
C 0.93613 -1.56954 0.50044 0.11 -0.19 -0.33 -0.669
H 0.86900 -2.11282 1.45783 -0.07 0.30 -0.27 0.232
H 0.25771 -2.05113 -0.21931 0.17 0.10 0.23 0.219
H 1.96760 -1.66729 0.13590 -0.27 0.03 0.05 0.223
C 0.19102 0.91043 -1.08902 -1.83 -2.18 3.54 -0.134
H -0.06128 -0.00128 -1.65589 0.22 0.69 -0.34 0.164
H 0.63815 1.76475 -1.61619 0.51 -0.73 0.50 0.205
```
Forces are in eV/Å.

***

Entry 4:
# C4H6HgO2

A molecular structure, C4H6HgO2 at a distorted geometry (ωB97M-V/def2-TZVPD, OMol25).

Its expectation value of S² is 0.75. Its total charge is +1. The energy above the lowest of the compared OMol25 structures with the same formula, charge and spin is 0.0 kcal per mole. The calculation puts the HOMO energy (spin up / spin down) at -13.2 / -14.1 eV. The spin multiplicity is 2.

Structure (XYZ):
```
13
Properties=species:S:1:pos:R:3:forces:R:3:nbo_charge:R:1
H 0.56177 -2.31514 -0.02951 -0.50 0.50 1.24 0.242
O 3.54712 -0.86086 0.15375 0.26 0.23 0.52 -0.786
C 2.13898 -0.90686 0.13491 -0.41 -0.27 -0.92 -0.139
C 1.54082 -2.22998 0.45457 -0.13 -0.17 -0.85 -0.020
C 1.94924 -3.34727 1.08845 0.57 -0.26 0.41 -0.377
C 3.25894 -3.99223 1.13014 -0.49 1.09 1.67 0.457
O 4.24609 -3.71052 0.46392 -0.36 -1.40 0.40 -0.704
H 3.87469 -0.04389 0.53633 -0.10 0.28 0.07 0.517
H 1.77273 -0.62147 -0.86784 0.12 0.12 0.35 0.216
H 1.72313 -0.19134 0.86302 -0.01 -0.22 -0.17 0.243
H 3.35437 -4.78910 1.89250 -0.02 -0.05 -0.51 0.174
H 1.20130 -3.86360 1.69483 -0.18 -0.50 -1.00 0.260
Hg 5.25834 -2.23548 -0.66818 1.24 0.64 -1.22 0.917
```
Forces are in eV/Å.

***

Entry 5:
# C4H6IN2OP2

A gas-phase ion, C4H6IN2OP2 (charge +1) at a distorted geometry (ωB97M-V/def2-TZVPD, OMol25).

The structure (SMILES) is C#CC[P@](I)(=[N+]=C=O)[PH2]=N. Its total charge is +1. The calculation puts the HOMO energy at -13.2 eV. The spin multiplicity is 1.

Structure (XYZ):
```
16
Properties=species:S:1:pos:R:3:forces:R:3:nbo_charge:R:1
C 3.72918 -0.73299 0.03124 -8.44 6.29 -0.62 -0.160
C 2.70034 0.23193 -0.18928 5.83 -6.55 1.35 -0.126
C 1.35135 1.16316 -0.51105 2.45 -0.56 0.32 -0.746
P -0.11327 0.28146 0.42270 3.38 -0.75 0.46 0.966
I 0.02919 0.94905 2.83586 -0.29 -0.50 -1.84 0.227
N 0.28582 -1.48270 0.33537 -6.56 -0.38 -2.64 -0.750
C -0.81491 -2.10957 -0.19799 -2.31 -4.82 -2.88 0.850
O -1.70716 -2.92806 -0.80023 7.92 7.48 5.50 -0.388
P -2.07229 0.70312 -0.44098 -4.49 -0.71 1.64 0.899
N -3.20296 0.18541 0.63937 3.44 -0.04 -0.54 -1.150
H 4.27611 -1.65929 0.53760 -1.17 2.64 -1.48 0.319
H 1.09555 1.21217 -1.65349 0.58 -0.28 2.14 0.297
H 1.54286 2.26424 -0.09190 -0.64 -2.52 -0.80 0.317
H -2.17830 2.13115 -0.63009 0.70 -0.71 -0.40 0.034
H -2.27411 0.02798 -1.73034 0.91 0.83 0.64 0.050
H -2.64739 -0.23705 1.44323 -1.32 0.57 -0.86 0.362
```
Forces are in eV/Å.

***

Entry 6:
# C4H6IN4

A gas-phase ion, C4H6IN4 (charge +1) at a distorted geometry (ωB97M-V/def2-TZVPD, OMol25).

The structure (SMILES) is CN1[NH+]=CN(I)[C@H]1C#N. Its total charge is +1. The energy above the lowest of the compared OMol25 structures with the same formula, charge and spin is 0.0 kcal per mole. The calculation puts the HOMO energy at -13.9 eV. The spin multiplicity is 1.

Structure (XYZ):
```
15
Properties=species:S:1:pos:R:3:forces:R:3:nbo_charge:R:1
C -1.39977 1.27463 0.26645 -0.11 1.51 2.42 -0.430
N -0.04982 0.90376 0.19515 2.45 -2.15 0.19 -0.216
N 0.37209 0.63507 -1.11692 0.26 1.90 -1.28 -0.380
C 0.49923 -0.61375 -1.46981 0.36 -2.35 2.03 0.337
N 0.33239 -1.44636 -0.41848 -0.65 2.69 0.00 -0.571
I 0.57887 -3.47821 -0.33854 -0.14 0.57 0.01 0.545
C 0.15736 -0.36630 0.83379 -1.42 -1.68 0.15 0.030
C 1.37786 -0.50447 1.56647 0.11 0.14 -0.20 0.185
N 2.41237 -0.61898 2.02620 0.96 -0.16 0.62 -0.168
H -1.45056 2.27484 0.03400 -0.42 2.34 -1.11 0.234
H -1.97856 0.69943 -0.32646 -2.33 -1.88 -1.87 0.196
H -1.73824 1.30548 1.30852 0.18 -0.50 -0.15 0.237
H 0.80932 1.40337 -1.60773 -0.19 -0.05 -0.27 0.449
H 0.83209 -0.97236 -2.45161 -0.27 0.40 0.36 0.275
H -0.75463 -0.49615 1.49895 1.24 -0.77 -0.89 0.278
```
Forces are in eV/Å.

***

Entry 7:
# C4H6INO

C4H6INO in the gas phase at a distorted geometry (ωB97M-V/def2-TZVPD, OMol25).

The structure (SMILES) is [H]/N=C(/C)O/C=C/I. The energy above the lowest of the compared OMol25 structures with the same formula, charge and spin is 52.0 kcal per mole. The calculation puts the HOMO energy at -9.0 eV. The spin multiplicity is 1.

Structure (XYZ):
```
13
Properties=species:S:1:pos:R:3:forces:R:3:nbo_charge:R:1
H -0.79349 2.00016 -0.20422 0.44 -0.25 -0.16 0.342
N 0.17260 1.65647 -0.11795 -0.75 -2.54 -0.17 -0.696
C 0.28216 0.35592 -0.07265 0.39 3.38 0.39 0.560
C 1.62385 -0.22557 0.20434 0.35 1.59 -0.84 -0.681
O -0.70130 -0.61803 -0.05653 0.82 0.56 -0.26 -0.492
C -1.93261 -0.10503 0.12573 -1.98 0.70 0.06 0.080
C -3.03373 -0.64096 -0.42774 -0.19 -1.27 -0.37 -0.427
I -4.93153 0.14335 0.00417 0.31 0.03 0.02 0.136
H 1.54450 -0.33010 1.31911 0.98 -0.43 -1.02 0.246
H 2.44936 0.53409 -0.19519 -1.81 -1.85 1.27 0.252
H 1.59137 -1.13246 -0.39199 0.82 -0.55 0.56 0.229
H -1.94271 0.83157 0.76425 -0.36 -1.38 -0.75 0.197
H -3.17671 -1.60157 -1.06933 0.98 2.00 1.27 0.254
```
Forces are in eV/Å.

***

Entry 8:
# C4H6IO3

A gas-phase ion, C4H6IO3 (charge -1) at a distorted geometry (ωB97M-V/def2-TZVPD, OMol25).

The structure (SMILES) is CC[C@@](O)(I)C(=O)[O-]. Its total charge is -1. The energy above the lowest of the compared OMol25 structures with the same formula, charge and spin is 36.5 kcal per mole. The calculation puts the HOMO energy at -4.9 eV. The spin multiplicity is 1.

Structure (XYZ):
```
14
Properties=species:S:1:pos:R:3:forces:R:3:nbo_charge:R:1
C 1.62316 -0.75213 0.06098 -0.83 3.24 0.67 -0.623
C 0.11022 -0.96209 0.33726 -0.07 -1.33 -3.43 -0.468
C -0.80581 0.12489 -0.38547 1.02 -0.98 1.46 0.319
O -0.84440 0.37684 -1.68300 -0.06 -0.17 -0.51 -0.721
I -2.94337 -0.78623 0.32560 0.21 0.37 -0.22 -0.310
C -0.59370 1.47898 0.40554 -1.95 -1.61 -0.02 0.692
O -0.74352 2.39107 -0.41138 0.35 2.33 -0.34 -0.756
O -0.47262 1.40405 1.62380 0.67 0.64 0.21 -0.714
H 2.21484 -0.64665 0.97056 -0.16 -0.49 0.29 0.208
H 1.73895 0.32666 -0.33781 0.05 -1.78 -0.09 0.213
H 2.05045 -1.50324 -0.55283 0.36 -0.41 -0.84 0.198
H -0.16498 -0.82019 1.33023 -0.17 0.20 1.71 0.251
H -0.14334 -2.03290 0.05236 0.00 1.36 0.19 0.196
H -1.02589 1.40095 -1.73585 0.57 -1.34 0.94 0.515
```
Forces are in eV/Å.